This record from the Open Molecules 2025 dataset describes a structure of composition C4H8O2. The level of theory is wB97M-V/def2-TZVPD.

As for the gap between HOMO and LUMO: 10.8 eV. The calculation puts the HOMO energy at -9.835 eV. For the energy above the lowest of the compared OMol25 structures with the same formula, charge and spin, the calculation gives 79.9 kcal per mole. For the molar mass, the calculation gives 88.11 g mol⁻¹.

```
! RIJCOSX wB97M-V def2-TZVPD def2/J DEFGRID3
* xyz 0 1
O 1.023 0.362 -2.032
C 0.386 0.670 -1.053
C -0.001 -0.330 -0.007
C -0.851 0.077 1.205
O 0.313 0.423 1.968
C 1.171 -0.165 0.990
H -1.019 -0.514 -2.643
H 0.206 1.732 -0.789
H -0.183 -1.317 -0.434
H -1.669 -0.524 -2.284
H -1.365 -0.781 1.658
H -1.562 0.908 1.116
H 1.954 0.536 0.672
H 1.635 -1.110 1.284
*
```



This record from the Open Molecules 2025 dataset describes a structure of composition C16H14MnNO5Se. The level of theory is wB97M-V/def2-TZVPD.

As for the gap between HOMO and LUMO (spin up / spin down): 7.0 / 7.2 eV. The calculation puts the HOMO energy (spin up / spin down) at -4.534 / -4.726 eV. Its expectation value of S² is 8.7565. For the molar mass, the calculation gives 434.19 g mol⁻¹.

```
! RIJCOSX wB97M-V def2-TZVPD def2/J DEFGRID3
* xyz -1 6
Mn 0.014 -0.609 0.438
O 0.700 4.650 -2.769
C 0.642 3.474 -2.084
C 0.694 2.246 -2.738
C 0.628 1.106 -1.961
N 0.572 1.188 -0.638
C 0.397 2.350 -0.014
C 0.454 3.544 -0.706
C -0.097 2.202 1.435
O -0.078 3.187 2.157
O -0.554 1.033 1.691
C 0.372 -0.306 -2.511
O 0.611 -0.515 -3.693
O -0.152 -1.091 -1.650
H 0.810 4.459 -3.706
H 0.733 2.154 -3.816
H 0.309 4.483 -0.194
C 1.365 -7.699 4.226
C 1.399 -6.332 3.598
C 2.489 -5.904 2.855
C 2.534 -4.646 2.264
C 3.747 -4.262 1.466
C 1.448 -3.771 2.424
Se 1.582 -2.033 1.636
C 0.338 -4.183 3.178
C -0.864 -3.311 3.418
C 0.337 -5.453 3.745
H 2.277 -8.255 4.007
H 0.522 -8.287 3.856
H 1.266 -7.639 5.312
H 3.336 -6.570 2.720
H 4.464 -5.084 1.454
H 4.232 -3.376 1.881
H 3.480 -4.006 0.440
H -0.761 -2.339 2.945
H -1.009 -3.150 4.489
H -1.768 -3.792 3.037
H -0.530 -5.758 4.324
*
```